(1)
{
  "formula": "C2H9NOS2",
  "method": "ωB97M-V/def2-TZVPD",
  "elements": ["O", "H", "N", "C", "S", "C", "H", "H", "H", "H", "H", "H", "S", "H", "H"],
  "xyz": [[-2.1358, 1.1206, -1.9195], [-3.0889, 1.1165, -1.9334], [-0.3820, 1.4700, 0.3566], [0.6014, 0.5420, -0.2231], [2.5536, -1.8922, 1.8531], [0.0791, -0.8874, -0.0854], [-1.8792, 0.9459, -0.9874], [-0.3864, 1.1625, 1.3199], [-0.6209, -1.1972, 0.6865], [1.5665, 0.5510, 0.3062], [-0.0933, 2.4407, 0.4370], [-0.3557, -1.1695, -1.0069], [1.4773, -2.0973, -0.0885], [0.8740, 0.6294, -1.2712], [1.7902, -2.7350, 2.5559]],
  "forces_ev_per_angstrom": [[0.27, -0.17, 0.27], [-0.38, -0.05, 0.03], [-0.15, -0.03, 0.15], [0.75, -0.93, 0.99], [1.16, 0.46, 2.22], [1.23, -0.91, -0.31], [0.15, 0.41, -0.39], [-0.43, 0.00, 0.29], [0.06, 0.74, 0.50], [-0.20, 0.31, 0.09], [0.29, -0.09, -0.53], [-1.01, -0.11, -0.96], [-1.17, -0.31, -2.19], [-0.49, 0.73, -0.19], [-0.06, -0.05, 0.03]],
  "mulliken_spin": [0.0012, 0.0001, 0.0000, 0.0123, 0.5143, -0.0181, -0.0031, 0.0015, -0.0013, -0.0053, -0.0014, 0.0399, 0.4546, 0.0060, -0.0007],
  "lumo_energy_ev": [3.4162, 3.4112],
  "total_charge": -1,
  "spin_multiplicity": 2
}


(2)
{
  "formula": "C2H9NOS2",
  "method": "ωB97M-V/def2-TZVPD",
  "elements": ["H", "C", "S", "C", "H", "H", "S", "O", "H", "H", "N", "H", "H", "H", "H"],
  "xyz": [[0.3808, 3.6675, -2.3226], [-2.0514, -0.9473, 0.8032], [0.4595, -1.1893, 2.5609], [0.9367, 2.7658, -2.6176], [-0.1369, 1.6227, -4.0744], [1.6882, 3.0498, -3.4140], [-0.4322, -1.8269, 0.7146], [1.4787, 2.2348, -1.4376], [-2.7177, -1.5262, 1.5214], [-0.2083, -2.1766, 3.3267], [-0.0608, 1.8189, -3.1237], [-1.8489, 0.1232, 0.8645], [-0.7833, 1.7214, -2.4822], [1.1730, 1.2555, -1.4849], [-2.7007, -0.9994, -0.0891]],
  "forces_ev_per_angstrom": [[0.53, 0.21, -0.06], [-0.93, -1.07, -0.07], [-1.60, -1.65, -0.40], [-1.22, 0.30, -0.95], [-0.45, -0.23, -1.27], [-0.64, -0.61, 0.84], [-0.06, 0.72, 0.64], [-0.37, -2.48, -0.08], [1.05, 1.55, -0.12], [0.88, 1.19, -0.71], [2.86, 0.81, 0.91], [-0.30, -0.22, 1.02], [-1.79, -0.29, 0.42], [1.07, 2.26, 0.22], [0.97, -0.49, -0.37]],
  "mulliken_charge": [0.2039, -0.8050, -0.2046, -0.0405, 0.1476, 0.2519, -0.0827, -0.5315, 0.3073, 0.1752, -0.4972, 0.3000, 0.1730, 0.2971, 0.3055],
  "lumo_energy_ev": 0.3191,
  "smiles": "CSS.NCO",
  "spin_multiplicity": 1
}


(3)
{
  "formula": "C2H9NPS",
  "method": "ωB97M-V/def2-TZVPD",
  "elements": ["H", "H", "H", "S", "H", "N", "H", "H", "H", "H", "P", "H", "C", "C"],
  "xyz": [[0.4473, -1.8018, 1.1108], [0.0802, -0.0356, -1.4243], [-1.1373, -1.3846, 0.2884], [-2.3388, 0.2529, 0.2010], [1.5367, 1.7570, 0.3486], [-0.0625, -1.3921, 0.2777], [0.3052, -1.9647, -0.5109], [2.7823, 0.3322, -1.0041], [-0.5188, 1.9185, -0.0975], [-2.3722, -0.0962, -1.1229], [2.2007, 0.4403, 0.2776], [-0.5284, 1.0370, 1.5393], [0.2884, -0.0062, -0.2828], [-0.6829, 0.9433, 0.3993]],
  "forces_ev_per_angstrom": [[-0.91, 1.30, -0.70], [0.52, -0.05, 2.00], [0.86, -0.44, 0.54], [-1.26, 0.24, -0.06], [1.66, -0.54, -0.46], [1.37, -1.39, -1.98], [-0.80, -0.31, 0.80], [-0.19, 0.65, -0.12], [-0.56, -0.29, 0.54], [0.32, 0.53, 0.46], [-2.94, 0.27, -0.06], [-0.14, -0.12, -1.79], [1.51, -0.33, 0.70], [0.56, 0.47, 0.10]],
  "mulliken_charge": [0.3715, 0.4192, 0.2613, -0.2946, 0.1289, -0.2852, 0.3761, 0.1143, 0.4362, 0.1993, 0.0140, 0.3914, -0.4055, -0.7271],
  "lumo_energy_ev": -3.6783,
  "total_charge": 1,
  "smiles": "[NH3+][C@H](P)CS",
  "spin_multiplicity": 1
}


(4)
{
  "formula": "C2H9NS",
  "method": "ωB97M-V/def2-TZVPD",
  "elements": ["N", "H", "H", "S", "C", "H", "C", "H", "H", "H", "H", "H", "H"],
  "xyz": [[2.0811, 0.4349, -0.8748], [-1.4622, 0.8500, -0.1607], [-0.8173, -0.4739, -2.4139], [-0.1006, 0.9474, 1.9490], [-1.5053, 0.3660, 0.8010], [-2.3591, 0.5691, 1.4283], [-0.5619, -0.7026, 1.1916], [-0.8598, -1.4421, 1.9179], [0.2169, -0.9454, 0.4885], [2.8904, 1.0515, -0.8922], [2.3058, -0.4971, -0.5549], [1.4881, 0.7561, -0.0962], [-1.3160, -0.9138, -2.7836]],
  "forces_ev_per_angstrom": [[-0.97, 0.26, 0.66], [-0.03, -0.24, -0.18], [-0.37, -0.37, -0.32], [-0.50, -0.75, -0.68], [1.18, 0.76, 1.34], [-0.49, -0.56, -0.45], [0.03, 1.34, 0.31], [-0.02, -0.11, -0.09], [-0.25, -0.48, -0.23], [-0.01, -0.49, 0.11], [0.76, -0.09, -0.31], [0.28, 0.36, -0.48], [0.40, 0.37, 0.33]],
  "mulliken_charge": [-0.6778, 0.2550, -0.2143, -0.1939, -0.3364, 0.2760, -0.4051, 0.2779, 0.1344, 0.2255, 0.2295, 0.2177, 0.2114],
  "lumo_energy_ev": 0.9244,
  "smiles": "[H][H].C1CS1.N",
  "spin_multiplicity": 1
}


(5)
{
  "formula": "C2H9NS",
  "method": "ωB97M-V/def2-TZVPD",
  "elements": ["H", "H", "H", "H", "H", "N", "C", "H", "H", "H", "C", "H", "S"],
  "xyz": [[0.8850, -3.2426, -0.7351], [0.8849, 1.3984, -1.5932], [-0.7809, 1.7852, -0.2253], [-1.3697, 0.3046, -0.6855], [-0.8048, -0.7179, 1.2825], [-0.6172, 0.7851, -0.1912], [0.6404, 0.5150, -1.0044], [0.5266, -0.4230, -1.5288], [0.4179, 0.4310, 1.6591], [-1.3402, 0.8552, 1.8030], [-0.5708, 0.3480, 1.2239], [1.4470, 0.3682, -0.2930], [0.6817, -2.4070, 0.2881]],
  "forces_ev_per_angstrom": [[0.01, -0.09, -0.04], [-0.39, -0.08, -0.28], [-0.23, 0.04, -0.03], [-0.15, 0.01, 0.25], [0.13, 0.04, -0.37], [0.72, -0.11, -0.57], [0.53, 0.40, 0.67], [-0.02, 0.02, -0.14], [0.09, 0.44, -0.21], [0.16, 0.43, -0.11], [-0.65, -1.01, 0.88], [-0.01, -0.17, -0.04], [-0.19, 0.07, -0.02]],
  "mulliken_charge": [-0.0127, 0.3406, 0.3764, 0.3422, 0.2875, -0.1556, -0.8347, 0.2935, 0.3340, 0.3441, -0.8910, 0.3229, -0.7475],
  "lumo_energy_ev": -0.2371,
  "spin_multiplicity": 1
}


(6)
{
  "formula": "C2H9NS",
  "method": "ωB97M-V/def2-TZVPD",
  "elements": ["H", "H", "H", "H", "H", "H", "S", "H", "H", "N", "C", "H", "C"],
  "xyz": [[-2.6588, 2.7264, 0.2607], [-1.0159, -1.2759, -0.5616], [0.3776, -0.8468, 1.6086], [-0.4266, 0.2424, -1.2646], [-1.9150, 1.3282, 0.6915], [0.6510, 0.8556, 4.2509], [1.4736, -1.0147, -0.6300], [0.9832, 0.7196, 0.9499], [-3.1815, 1.2606, -0.2631], [-2.3561, 1.8252, -0.0754], [-0.2901, -0.4649, -0.4545], [0.4207, 1.3372, 3.7248], [0.4848, -0.2159, 0.7393]],
  "forces_ev_per_angstrom": [[-0.13, 0.10, 0.13], [0.28, 0.15, 0.67], [-0.26, -0.12, -0.03], [-0.28, 0.59, 0.77], [0.19, 0.30, 0.07], [-0.09, 0.18, -0.20], [-0.44, -0.34, 0.61], [-0.65, 0.36, -0.05], [-0.05, 0.33, -0.16], [-0.11, -0.62, -0.01], [0.10, -0.57, -2.02], [0.09, -0.18, 0.20], [1.35, -0.17, 0.02]],
  "mulliken_charge": [0.2303, 0.3038, 0.2514, 0.3394, 0.2012, 0.0865, -0.1762, 0.2611, 0.2131, -0.6263, -0.5854, -0.0857, -0.4133],
  "lumo_energy_ev": 0.9507,
  "smiles": "[H][H].C1CS1.N",
  "spin_multiplicity": 1
}


Results for energy relative to the best compared isomer or geometry (same formula, charge and spin): 1.83; 125.11; 136.55; 168.04; 212.51; 176.68 (in kJ/mol, following the order of the records).